Record 1
Computed, not measured: a molecular structure, C18H12F5N4RuS7, with the ωB97M-V functional and the def2-TZVPD basis.

Output
highest occupied orbital energy (spin up / spin down)	-0.390 / -0.390	Eh
total charge	+1
energy above the lowest of the compared OMol25 structures with the same formula, charge and spin	0.242	eV

Last column: Löwdin charge in e.
Positions of all 47 atoms, in Å:
Ru 0.36 -0.30 -0.18  0.626
C 0.91 -1.58 -4.29  0.003
C 0.88 -1.40 -2.81  -0.236
N 0.33 -0.39 -2.22  -0.167
N -0.24 0.61 -2.96  0.030
C -0.37 1.71 -2.29  -0.785
N -0.88 2.80 -2.87  0.122
S 0.19 1.89 -0.61  0.710
C 1.53 -2.33 -1.89  -0.201
C 2.23 -3.45 -2.32  0.022
C 2.84 -4.27 -1.39  -0.010
C 2.74 -3.95 -0.05  -0.010
C 2.04 -2.82 0.32  -0.118
N 1.45 -2.02 -0.58  -0.089
H 0.32 -0.81 -4.77  0.076
H 0.51 -2.56 -4.55  0.100
H 1.94 -1.53 -4.65  0.106
H -1.20 2.75 -3.82  0.123
H -1.04 3.64 -2.34  0.103
H 2.29 -3.67 -3.38  0.123
H 3.38 -5.15 -1.71  0.126
H 3.18 -4.57 0.72  0.124
H 1.93 -2.54 1.36  0.080
C -4.62 -0.40 -1.36  -0.357
S -3.56 0.92 -0.72  0.817
C -3.20 0.27 0.87  -1.017
C -2.35 -0.72 1.15  -1.073
S -1.40 -1.59 -0.04  0.674
S -2.15 -1.13 2.84  0.903
C -3.19 0.11 3.48  -1.479
S -3.41 0.36 5.07  0.628
S -3.98 1.02 2.23  0.952
H -4.96 -0.06 -2.34  0.042
H -5.49 -0.53 -0.72  0.050
H -4.07 -1.33 -1.46  0.025
F 1.46 5.13 4.55  0.166
C 1.44 3.99 3.89  -0.119
C 0.24 3.50 3.40  -0.131
F -0.89 4.17 3.58  0.149
C 0.24 2.30 2.70  -0.254
F -0.93 1.85 2.24  0.030
C 1.40 1.57 2.49  -0.487
S 1.43 0.00 1.73  0.734
C 2.59 2.09 3.00  -0.235
F 3.73 1.42 2.83  0.106
C 2.62 3.28 3.70  -0.132
F 3.76 3.76 4.17  0.151


Record 2
Computed, not measured: 2 unconnected molecules or ions with the total composition C18H12FN2O4 at a distorted geometry, with the ωB97M-V functional and the def2-TZVPD basis.

Output
highest occupied orbital energy	-0.097	Eh
total charge	-1

Last column: Löwdin charge in e.
Positions of all 37 atoms, in Å:
C 3.63 3.46 3.63  -0.116
C 3.24 4.47 2.81  -0.368
N 2.13 4.56 2.05  0.023
C 1.38 3.42 2.07  -0.641
O 1.36 2.61 1.20  0.066
N 0.59 3.24 3.31  0.135
C -0.46 4.19 3.26  -0.580
O -1.21 4.27 2.39  0.169
F -0.50 5.01 4.30  0.130
H 4.24 3.66 4.51  -0.007
H 3.33 2.42 3.49  0.011
H 3.91 5.34 2.74  0.070
H 0.25 2.28 3.34  0.117
C -2.04 0.57 0.81  -0.037
C -2.97 0.74 -0.21  -0.050
C -2.94 -0.07 -1.33  -0.007
C -1.96 -1.05 -1.45  -0.089
C -1.01 -1.21 -0.43  -0.080
C -1.06 -0.40 0.70  0.014
C 0.07 -2.22 -0.56  -0.276
O 0.89 -2.37 0.32  0.112
C 0.12 -3.05 -1.80  -0.079
C 1.16 -3.96 -1.96  -0.004
C 1.21 -4.75 -3.10  -0.066
C 0.23 -4.63 -4.08  -0.068
C -0.80 -3.72 -3.92  -0.008
C -0.85 -2.92 -2.79  -0.083
C -1.95 -1.92 -2.65  -0.280
O -2.80 -1.82 -3.50  0.093
H -2.08 1.20 1.69  0.107
H -3.73 1.51 -0.12  0.108
H -3.67 0.07 -2.12  0.117
H -0.34 -0.53 1.49  0.123
H 1.92 -4.06 -1.20  0.120
H 2.02 -5.46 -3.23  0.103
H 0.27 -5.26 -4.96  0.102
H -1.56 -3.63 -4.68  0.117


Record 3
Computed, not measured: a molecular structure, C18H13BaF3N5O5S at a distorted geometry, with the ωB97M-V functional and the def2-TZVPD basis.

Output
highest occupied orbital energy	-0.168	Eh
total charge	-1
energy above the lowest of the compared OMol25 structures with the same formula, charge and spin	1.164	eV

Last column: Löwdin charge in e.
Positions of all 46 atoms, in Å:
Ba 0.61 0.66 -1.02  1.953
C -1.86 2.59 4.05  -0.080
C -2.29 1.96 2.89  -0.060
C -1.38 1.24 2.11  -0.015
C -0.07 1.15 2.53  -0.251
C 0.38 1.78 3.68  -0.029
C -0.52 2.50 4.44  -0.077
N 0.81 0.41 1.65  -0.062
N 1.83 0.01 2.19  0.093
C 2.82 -0.63 1.31  -0.330
C 3.71 -1.46 1.94  -0.010
C 4.76 -1.99 1.21  -0.052
C 4.89 -1.65 -0.12  -0.053
C 3.94 -0.81 -0.68  -0.124
N 2.92 -0.31 0.02  -0.048
H -2.55 3.17 4.64  0.101
H -3.32 2.05 2.57  0.109
H -1.70 0.77 1.18  0.090
H 1.43 1.72 3.95  0.106
H -0.18 3.02 5.33  0.100
H 3.57 -1.68 2.99  0.115
H 5.47 -2.66 1.68  0.109
H 5.71 -2.02 -0.73  0.107
H 3.99 -0.53 -1.72  0.120
O -4.31 -0.37 -4.95  0.111
C -3.33 -0.35 -4.26  -0.273
C -3.23 -0.65 -2.78  -0.316
O -3.99 -1.38 -2.13  0.014
C -2.02 -0.02 -2.31  -0.357
C -1.15 0.18 -3.43  -0.340
O 0.11 0.44 -3.33  -0.316
C -1.90 -0.06 -4.68  -0.296
O -1.46 -0.11 -5.81  0.098
O -1.68 0.16 -1.06  -0.376
F -0.54 4.06 -1.10  -0.074
C 0.60 3.40 -0.64  -0.590
F 0.64 3.85 0.71  -0.110
F 1.63 4.17 -1.21  -0.095
N -1.50 -3.29 -2.21  0.116
C -1.14 -2.93 -0.97  -0.967
N -2.16 -2.62 -0.15  0.110
S 0.50 -2.90 -0.48  0.490
H -2.44 -3.11 -2.52  0.099
H -0.76 -3.34 -2.89  0.097
H -3.00 -2.25 -0.59  0.079
H -1.87 -2.19 0.71  0.083


Record 4
Computed, not measured: a molecular structure, C18H13Br2NO3STa at a distorted geometry, with the ωB97M-V functional and the def2-TZVPD basis.

Output
highest occupied orbital energy	-0.661	Eh
total charge	+3

Last column: Löwdin charge in e.
Positions of all 39 atoms, in Å:
Ta 1.34 1.01 1.30  1.420
Br 3.28 -1.36 0.84  0.971
C 4.15 0.26 0.42  -0.650
C 5.47 0.45 0.07  0.016
C 5.90 1.76 -0.15  0.087
C 5.00 2.84 -0.02  0.104
C 3.70 2.55 0.32  -0.154
N 3.30 1.28 0.53  -0.154
C 2.61 3.56 0.51  -0.315
O 2.59 4.72 0.47  0.321
O 1.34 2.78 0.79  -0.266
H 6.15 -0.39 -0.01  0.148
H 6.93 1.95 -0.42  0.156
H 5.31 3.87 -0.18  0.164
O -0.04 -0.25 1.02  -0.704
S -1.49 -1.10 1.06  1.253
C -2.72 0.06 0.68  -0.416
C -3.46 0.48 1.80  -0.062
C -4.51 1.35 1.62  -0.017
C -4.82 1.79 0.34  0.012
C -4.09 1.37 -0.77  -0.015
C -3.04 0.49 -0.62  -0.037
C -1.28 -2.22 -0.26  -0.422
C -1.80 -3.49 0.02  -0.052
C -1.79 -4.44 -0.99  -0.014
C -1.25 -4.13 -2.23  -0.001
C -0.71 -2.86 -2.48  -0.027
C -0.73 -1.89 -1.50  -0.086
H -3.22 0.10 2.79  0.122
H -5.11 1.66 2.46  0.134
H -5.66 2.46 0.19  0.137
H -4.36 1.71 -1.76  0.133
H -2.50 0.11 -1.47  0.111
H -2.20 -3.73 1.00  0.126
H -2.19 -5.42 -0.80  0.135
H -1.24 -4.87 -3.01  0.134
H -0.29 -2.64 -3.45  0.128
H -0.34 -0.90 -1.70  0.109
Br 1.75 1.08 3.58  0.472


Record 5
Computed, not measured: a molecular structure, C18H13BrNO2RhS4SbTe at a distorted geometry, with the ωB97M-V functional and the def2-TZVPD basis.

Output
expectation value of S²	6.028
highest occupied orbital energy (spin up / spin down)	-0.172 / -0.195	Eh
total charge	-1
multiplicity	5

Last column: Löwdin charge in e.
Positions of all 42 atoms, in Å:
Rh -0.17 -1.58 -1.10  0.208
Br -3.09 -0.30 -3.11  0.704
C -3.53 -0.75 -1.28  -0.720
C -4.80 -0.53 -0.84  -0.118
C -5.04 -0.71 0.50  -0.051
C -4.05 -1.20 1.34  -0.002
C -2.83 -1.47 0.78  -0.147
N -2.60 -1.22 -0.52  0.042
C -1.67 -2.14 1.60  -0.647
O -1.92 -2.35 2.80  -0.003
O -0.67 -2.50 0.97  -0.202
H -5.56 -0.13 -1.49  0.092
H -6.01 -0.46 0.91  0.105
H -4.26 -1.33 2.37  0.110
S -0.02 -2.90 -5.62  -0.231
Sb 1.28 -2.72 -3.81  -0.114
S 0.41 -3.73 -1.77  0.030
S 0.74 -0.39 -2.86  -0.012
S 3.51 -3.11 -3.54  -0.229
Te 1.93 -0.93 0.60  1.476
C 0.65 0.41 1.52  -0.529
C 0.25 0.07 2.86  -0.141
C -0.86 0.67 3.40  -0.098
C -1.48 1.71 2.71  -0.095
C -1.08 2.07 1.45  -0.088
C 0.02 1.47 0.83  -0.113
C 3.23 0.46 -0.25  -0.543
C 3.82 0.25 -1.49  -0.160
C 4.59 1.27 -2.07  -0.078
C 4.75 2.50 -1.44  -0.085
C 4.12 2.68 -0.18  -0.083
C 3.41 1.64 0.43  -0.165
H 0.69 -0.81 3.37  0.107
H -1.31 0.24 4.28  0.107
H -2.38 2.15 3.13  0.098
H -1.60 2.86 0.95  0.092
H 0.28 1.70 -0.17  0.079
H 3.72 -0.67 -2.08  0.027
H 4.99 1.09 -3.04  0.100
H 5.30 3.26 -1.93  0.081
H 4.26 3.64 0.40  0.114
H 2.99 1.76 1.40  0.082


Record 6
Computed, not measured: C18H13ClN2O2 in the gas phase at a distorted geometry, with the ωB97M-V functional and the def2-TZVPD basis.

Output
highest occupied orbital energy	-0.306	Eh
SMILES	O=C1NC=C(c2ccccc2)n2c(Cl)cc(=O)c3c2C1=CCC3
total charge	0
energy above the lowest of the compared OMol25 structures with the same formula, charge and spin	3.684	eV

Last column: Löwdin charge in e.
Positions of all 36 atoms, in Å:
O -1.87 -3.47 0.95  0.089
O -2.97 2.86 0.17  0.107
Cl -0.22 -1.20 -3.12  0.784
C -1.56 -2.43 0.46  -0.417
C -1.89 2.37 0.23  -0.478
C -1.07 -2.49 -0.86  0.001
C -1.82 1.18 1.07  -0.088
C 0.25 2.03 -0.77  0.007
C -0.73 -1.30 -1.47  -0.552
C -1.27 -0.04 0.59  -0.084
C 0.51 0.71 -0.85  -0.279
C -2.33 1.26 2.32  0.013
C -1.82 -1.13 1.11  -0.062
C 4.44 -0.44 -1.80  -0.072
C 3.67 0.27 -2.74  -0.072
C 3.83 -0.77 -0.56  -0.100
C 2.37 0.64 -2.37  -0.062
C 2.61 -0.36 -0.10  0.011
C 1.82 0.31 -1.09  -0.215
N -1.02 2.71 -0.75  0.125
N -0.54 -0.17 -0.62  0.031
C -2.30 0.07 3.16  -0.195
C -2.50 -1.19 2.42  -0.136
H -1.05 -3.43 -1.40  0.125
H 1.10 2.76 -0.83  0.151
H -2.55 2.26 2.87  0.166
H 5.51 -0.80 -2.03  0.124
H 3.93 0.31 -3.83  0.116
H 4.33 -1.50 0.09  0.108
H 1.69 0.95 -3.13  0.088
H 2.34 -0.36 0.87  0.087
H -1.10 3.72 -0.92  0.158
H -1.30 -0.12 3.54  0.128
H -2.93 0.19 4.11  0.149
H -3.49 -1.45 2.27  0.114
H -2.04 -1.96 3.02  0.131


| no. | E (eV) |
| --- | --- |
| 1 | -116831.279 |
| 2 | -32749.066 |
| 3 | -56249.104 |
| 4 | -178954.447 |
| 5 | -154686.473 |
| 6 | -38471.163 |